ORCA calculation (ωB97M-V with the def2-TZVPD basis set) on 5 unconnected molecules or ions with the total composition C42H46ClN4O21P2S.

XYZ file:
```
117
C42H46ClN4O21P2S | the Open Molecules 2025 dataset | ωB97M-V with the def2-TZVPD basis set
C -4.360 4.936 -1.006
C -3.569 3.655 -1.320
C -3.261 2.777 -0.100
C -1.887 2.986 0.542
C -1.819 4.243 1.422
C -0.414 4.636 1.906
N 0.697 3.920 1.267
C 1.436 3.023 1.902
C 1.328 2.523 3.302
C 2.648 2.020 3.836
C 3.698 2.920 4.020
C 4.904 2.494 4.545
C 5.088 1.159 4.892
C 4.052 0.261 4.682
C 2.838 0.688 4.161
N 2.340 2.475 1.084
C 2.141 3.037 -0.100
N 2.864 2.604 -1.143
C 2.755 2.933 -2.573
C 2.164 1.737 -3.329
C 0.773 1.347 -2.786
S 0.587 -0.378 -2.512
O -0.810 -0.667 -2.385
O 1.391 -0.765 -1.381
O 1.193 -0.976 -3.833
P 4.092 1.405 -0.744
O 4.913 1.121 -1.927
N 1.151 3.992 -0.059
P 0.595 5.050 -1.421
O 1.978 5.846 -1.667
Cl -0.495 6.539 -0.547
H -5.432 4.753 -1.091
H -4.135 5.735 -1.713
H -4.191 5.292 0.010
H -2.661 3.880 -1.889
H -4.202 3.056 -1.974
H -4.050 2.882 0.650
H -3.286 1.736 -0.430
H -1.740 2.115 1.185
H -1.128 2.943 -0.244
H -2.322 5.063 0.917
H -2.420 4.033 2.308
H -0.347 4.415 2.966
H -0.227 5.704 1.833
H 0.626 1.681 3.263
H 0.898 3.244 3.996
H 3.551 3.959 3.745
H 5.706 3.205 4.698
H 6.024 0.835 5.324
H 4.209 -0.779 4.936
H 2.040 -0.033 4.024
H 3.768 3.088 -2.945
H 2.182 3.819 -2.823
H 2.042 2.008 -4.377
H 2.861 0.902 -3.289
H 0.524 1.783 -1.818
H 0.007 1.670 -3.491
H 1.201 -1.953 -3.719
H 4.804 2.004 0.302
H 3.344 0.354 -0.204
H 2.610 5.827 -0.934
C -2.085 -3.542 2.245
C -2.751 -3.330 3.389
C -2.948 -1.944 3.952
O -3.582 -1.835 4.983
C -2.365 -0.813 3.240
C -1.693 -1.033 2.105
C -1.533 -2.412 1.530
O -0.938 -2.490 0.472
O -1.110 -0.071 1.386
O -3.292 -4.302 4.111
H -1.934 -4.525 1.820
H -2.496 0.173 3.665
H -0.689 -0.528 0.623
H -3.715 -3.876 4.881
C 0.284 -7.623 -2.609
C -0.366 -7.481 -1.444
C -0.594 -6.128 -0.819
O -1.221 -6.081 0.225
C -0.066 -4.957 -1.494
C 0.574 -5.103 -2.656
C 0.785 -6.447 -3.299
O 1.365 -6.471 -4.368
O 1.064 -4.072 -3.343
O -0.861 -8.501 -0.756
H 0.449 -8.588 -3.067
H -0.216 -3.992 -1.030
H 1.479 -4.444 -4.146
H -1.284 -8.121 0.038
C 7.192 -3.830 -3.300
C 7.057 -3.214 -2.117
C 5.708 -2.835 -1.560
O 5.681 -2.287 -0.473
C 4.525 -3.135 -2.347
C 4.665 -3.747 -3.529
C 6.010 -4.144 -4.080
O 6.021 -4.704 -5.159
O 3.634 -4.044 -4.317
O 8.084 -2.888 -1.343
H 8.155 -4.105 -3.706
H 3.561 -2.846 -1.948
H 4.004 -4.468 -5.118
H 7.706 -2.459 -0.551
C -6.161 -0.153 0.109
C -6.733 -0.830 1.115
C -7.875 -0.256 1.919
O -8.335 -0.954 2.802
C -8.345 1.080 1.600
C -7.769 1.757 0.597
C -6.645 1.173 -0.219
O -6.182 1.862 -1.113
O -8.132 2.983 0.239
O -6.353 -2.042 1.490
H -5.344 -0.555 -0.474
H -9.153 1.489 2.190
H -7.563 3.224 -0.517
H -6.939 -2.294 2.231
```

For the energy, the calculation gives -4968.05201 Eh. For the strongest force on any atom, the calculation gives 1.6 eV/A. Its net charge is +1. The value obtained for the gap between HOMO and LUMO is 7.9809 eV. As for the multiplicity: 1.

Atomic partial charges in e from the Löwdin method, atoms 1 to 5: -0.09, -0.24, -0.21, -0.20, -0.17